ORCA calculation (ωB97M-V with the def2-TZVPD basis set) on 3 unconnected molecules or ions with the total composition C47H76BrNO8.

The maximum force comes out at 0.8 eV/Å. The gap between HOMO and LUMO comes out at 7.971 eV. Its SMILES is CCCCCCCCCCCCc1cc(C[C@@H](C)Br)c2c(c1CCCN)C(=O)C(Cc1ccccc1)=CC2=O.COCCOCCOC.COCCOCCOC. The calculation puts the relative energy (zero: lowest compared OMol25 entry of this formula, charge and spin) at 0.0 kcal/mol. For the calculated total energy, the calculation gives -5067.041779 Ha.

Each line ends with the Mulliken charge.
Positions of all 133 atoms, in Å:
C -6.05 2.76 -2.26  -1.4284
C -4.75 2.41 -2.97  -0.2341
C -4.25 3.53 -3.91  -0.8046
C -2.93 4.20 -3.50  -0.7967
C -3.06 5.63 -2.92  0.2382
C -2.29 6.73 -3.68  -1.2114
C -1.29 7.48 -2.81  -0.9237
C 0.02 6.69 -2.58  -0.9965
C 0.23 6.24 -1.13  0.3529
C 0.81 7.32 -0.20  -0.8999
C 1.95 6.83 0.72  -0.5939
C 1.53 6.74 2.19  -1.9722
C 0.87 5.43 2.54  0.8699
C -0.48 5.45 2.89  -1.0559
C -1.23 4.30 3.12  0.1242
C -2.69 4.46 3.47  -1.7009
C -3.59 4.65 2.23  0.1411
C -3.08 4.06 0.93  -0.8705
Br -5.35 3.88 2.60  -0.1743
C -0.57 3.07 3.00  0.2029
C 0.80 3.04 2.69  0.5846
C 1.54 4.20 2.48  0.9353
C 3.03 4.17 2.28  -1.2947
C 3.80 3.54 3.47  -0.8648
C 4.98 2.64 3.07  -0.5095
N 6.21 2.81 3.82  -0.6921
C 1.44 1.70 2.53  0.7549
O 2.42 1.52 1.84  -0.6264
C 0.82 0.53 3.23  0.1042
C 1.66 -0.69 3.45  -1.4375
C 1.30 -1.90 2.61  0.3821
C 1.94 -3.11 2.89  -0.5234
C 1.64 -4.26 2.18  -0.7366
C 0.69 -4.23 1.16  -0.9137
C 0.06 -3.03 0.87  -0.8917
C 0.36 -1.87 1.58  0.0276
C -0.48 0.60 3.52  -0.1630
C -1.29 1.79 3.18  -0.0805
O -2.49 1.66 3.03  -0.6331
H -6.24 2.09 -1.42  0.3467
H -6.02 3.77 -1.86  0.3222
H -6.90 2.70 -2.95  0.3998
H -3.99 2.19 -2.22  0.2141
H -4.90 1.49 -3.54  0.3359
H -4.15 3.12 -4.92  0.3166
H -5.04 4.28 -3.98  0.5026
H -2.24 4.20 -4.34  0.5444
H -2.46 3.57 -2.74  0.3285
H -2.75 5.62 -1.88  -0.5423
H -4.12 5.89 -2.92  0.5639
H -3.01 7.44 -4.11  0.3633
H -1.77 6.28 -4.52  0.4401
H -1.74 7.66 -1.83  0.3990
H -1.08 8.45 -3.25  0.4662
H 0.00 5.79 -3.20  0.4000
H 0.88 7.28 -2.92  0.5411
H -0.73 5.90 -0.75  -0.7762
H 0.88 5.37 -1.13  0.6104
H 1.19 8.14 -0.81  0.4759
H 0.01 7.74 0.41  0.4128
H 2.82 7.48 0.63  0.4692
H 2.27 5.85 0.35  0.4700
H 2.33 6.98 2.88  0.5366
H 0.78 7.51 2.34  0.6104
H -0.99 6.40 2.96  0.4131
H -2.77 5.36 4.08  0.5332
H -3.05 3.64 4.07  0.6117
H -3.78 5.71 2.09  0.4918
H -3.78 4.30 0.12  0.5506
H -2.11 4.49 0.66  -0.1916
H -3.01 2.98 0.99  0.1351
H 3.27 3.62 1.37  0.5100
H 3.37 5.20 2.19  0.4794
H 3.10 2.99 4.11  0.3257
H 4.20 4.35 4.09  0.5952
H 4.67 1.59 3.18  0.1254
H 5.19 2.76 2.01  0.3880
H 6.66 3.69 3.61  0.2545
H 6.04 2.75 4.82  0.2344
H 1.60 -0.98 4.50  0.5681
H 2.70 -0.44 3.24  0.2562
H 2.67 -3.14 3.69  0.4487
H 2.15 -5.18 2.43  0.3678
H 0.46 -5.12 0.61  0.8044
H -0.69 -3.00 0.08  0.5487
H -0.15 -0.96 1.32  0.6451
H -1.02 -0.25 3.92  0.4030
C 5.87 -9.98 -3.94  -0.7718
O 4.95 -9.08 -3.35  -0.2649
C 3.78 -9.73 -2.90  -0.6044
C 3.09 -8.92 -1.82  -0.3093
O 3.71 -9.02 -0.55  -0.4555
C 4.88 -8.24 -0.33  -0.5010
C 4.61 -6.78 -0.08  -0.3302
O 4.34 -6.10 -1.29  -0.3365
C 3.59 -4.92 -1.10  -0.3668
H 5.46 -10.44 -4.84  0.3185
H 6.76 -9.40 -4.21  0.2330
H 6.16 -10.77 -3.24  0.3270
H 4.01 -10.72 -2.51  0.3437
H 3.08 -9.84 -3.74  0.3898
H 2.10 -9.35 -1.68  0.3892
H 2.97 -7.88 -2.13  0.1836
H 5.60 -8.37 -1.13  0.2075
H 5.32 -8.65 0.59  0.4177
H 5.49 -6.33 0.40  0.4399
H 3.76 -6.68 0.60  0.1380
H 2.63 -5.14 -0.62  -0.0542
H 3.40 -4.48 -2.08  0.3100
H 4.13 -4.19 -0.48  0.3267
C -2.97 -1.48 0.44  -1.1665
O -2.70 -2.83 0.15  -0.0462
C -3.23 -3.72 1.13  -0.5727
C -3.39 -5.11 0.56  -0.4246
O -4.51 -5.26 -0.30  -0.4673
C -4.38 -4.76 -1.62  -0.2597
C -3.55 -5.64 -2.53  -0.6604
O -2.16 -5.45 -2.29  -0.2089
C -1.38 -6.55 -2.70  -0.7458
H -2.50 -1.17 1.38  0.3605
H -2.55 -0.89 -0.37  0.2909
H -4.04 -1.29 0.50  0.3951
H -4.20 -3.35 1.48  0.5209
H -2.54 -3.76 1.98  0.3730
H -3.59 -5.78 1.40  0.3910
H -2.47 -5.44 0.08  0.1388
H -4.01 -3.74 -1.63  0.1129
H -5.40 -4.76 -2.02  0.3937
H -3.77 -5.37 -3.57  0.3990
H -3.82 -6.69 -2.37  0.3597
H -1.69 -7.47 -2.18  0.3511
H -0.35 -6.33 -2.45  0.1208
H -1.46 -6.71 -3.78  0.3764

=====

ORCA calculation (ωB97M-V with the def2-TZVPD basis set) on 3 unconnected molecules or ions with the total composition C47H76BrNO8.

The maximum force comes out at 1.6 eV/Å. The gap between HOMO and LUMO comes out at 7.999 eV. Its SMILES is CCCCCCCCCCCCc1cc(C[C@@H](C)Br)c2c(c1CCCN)C(=O)C(Cc1ccccc1)=CC2=O.COCCOCCOC.COCCOCCOC. The calculation puts the relative energy (zero: lowest compared OMol25 entry of this formula, charge and spin) at 23.6 kcal/mol. For the calculated total energy, the calculation gives -5067.004100 Ha.

Each line ends with the Mulliken charge.
Positions of all 133 atoms, in Å:
C 6.36 2.03 2.01  -1.2372
C 5.93 1.79 0.54  -0.4340
C 6.97 0.93 -0.25  -0.7590
C 6.41 -0.43 -0.74  -0.8626
C 6.95 -1.67 0.04  -0.3628
C 7.71 -2.70 -0.85  -1.1287
C 7.15 -4.13 -0.74  -0.8899
C 5.91 -4.32 -1.68  -0.9236
C 4.59 -4.54 -0.91  -0.2839
C 4.31 -6.05 -0.58  -0.7420
C 2.91 -6.53 -1.04  -0.6766
C 1.99 -6.98 0.12  -1.7767
C 1.15 -5.87 0.73  0.5545
C 1.30 -5.64 2.08  -0.7630
C 0.61 -4.66 2.77  0.6398
C 0.84 -4.54 4.27  -1.6178
C 2.18 -3.84 4.64  0.1380
C 2.76 -2.94 3.54  -1.1372
Br 1.95 -2.77 6.26  -0.1713
C -0.24 -3.84 2.05  0.2022
C -0.41 -4.05 0.67  -0.1606
C 0.26 -5.07 0.01  0.7895
C 0.01 -5.31 -1.48  -1.1193
C -1.50 -5.69 -1.73  -0.8339
C -2.12 -5.01 -2.99  -0.3920
N -2.96 -5.87 -3.81  -0.6845
C -1.35 -3.11 -0.04  1.0420
O -1.25 -2.84 -1.23  -0.6236
C -2.44 -2.41 0.73  0.0111
C -3.65 -1.94 -0.04  -1.1554
C -3.68 -0.41 -0.18  0.5892
C -4.78 0.21 -0.74  -0.4197
C -4.88 1.57 -0.86  -0.4969
C -3.85 2.39 -0.42  -1.0026
C -2.74 1.78 0.13  -0.8408
C -2.64 0.41 0.24  -0.0149
C -2.24 -2.23 2.03  -0.0379
C -1.01 -2.73 2.73  0.0062
O -0.70 -2.23 3.80  -0.6082
H 5.52 2.36 2.63  0.3383
H 6.74 1.10 2.45  0.3188
H 7.17 2.78 2.01  0.3233
H 4.94 1.33 0.56  0.3597
H 5.82 2.79 0.10  0.2721
H 7.29 1.54 -1.10  0.3288
H 7.84 0.82 0.41  0.5091
H 6.54 -0.54 -1.83  0.5357
H 5.32 -0.40 -0.58  0.2680
H 6.15 -2.14 0.63  0.1520
H 7.66 -1.27 0.78  0.4463
H 8.76 -2.70 -0.54  0.3697
H 7.68 -2.35 -1.88  0.5065
H 6.80 -4.38 0.27  0.4133
H 7.94 -4.85 -1.01  0.4056
H 5.79 -3.37 -2.22  0.3951
H 6.09 -5.09 -2.44  0.5123
H 4.59 -3.95 0.01  -0.1225
H 3.79 -4.12 -1.54  0.3817
H 5.05 -6.60 -1.18  0.3529
H 4.52 -6.26 0.47  0.4246
H 3.02 -7.38 -1.73  0.5147
H 2.48 -5.73 -1.65  0.4225
H 1.39 -7.87 -0.13  0.4352
H 2.67 -7.32 0.92  0.4896
H 1.97 -6.26 2.68  0.3722
H 0.92 -5.57 4.67  0.4581
H -0.01 -4.11 4.79  0.6134
H 2.92 -4.62 4.85  0.4345
H 3.74 -2.59 3.89  0.5249
H 2.95 -3.47 2.60  0.0757
H 2.14 -2.05 3.39  0.2405
H 0.26 -4.42 -2.06  0.4764
H 0.57 -6.20 -1.76  0.4571
H -2.09 -5.44 -0.83  0.3435
H -1.60 -6.77 -1.86  0.5879
H -2.77 -4.21 -2.63  -0.0081
H -1.36 -4.50 -3.58  0.4091
H -2.43 -6.52 -4.38  0.2526
H -3.65 -6.35 -3.24  0.2334
H -4.58 -2.29 0.42  0.5403
H -3.63 -2.33 -1.07  0.0726
H -5.59 -0.44 -1.09  0.4077
H -5.77 1.99 -1.31  0.3389
H -3.92 3.47 -0.53  0.6954
H -1.92 2.42 0.45  0.4220
H -1.72 0.02 0.67  0.3950
H -2.99 -1.70 2.62  0.4409
C -4.64 7.70 -7.32  -0.7872
O -4.37 7.02 -6.11  -0.2584
C -4.83 7.73 -4.97  -0.6135
C -5.13 6.78 -3.83  -0.2544
O -6.37 6.09 -3.98  -0.4806
C -6.41 5.05 -4.95  -0.4653
C -5.64 3.81 -4.56  -0.3514
O -4.25 4.00 -4.78  -0.3005
C -3.46 3.20 -3.92  -0.3451
H -4.09 8.64 -7.36  0.3256
H -4.32 7.06 -8.14  0.2339
H -5.72 7.88 -7.42  0.3375
H -5.72 8.31 -5.21  0.3604
H -4.03 8.42 -4.66  0.4006
H -5.25 7.38 -2.93  0.4049
H -4.31 6.09 -3.65  0.0868
H -6.12 5.41 -5.93  0.1524
H -7.47 4.77 -5.02  0.4339
H -5.97 2.96 -5.18  0.4562
H -5.83 3.58 -3.50  0.1395
H -3.67 3.42 -2.88  -0.0650
H -2.41 3.43 -4.12  0.3002
H -3.63 2.13 -4.11  0.3267
C -0.73 1.98 3.89  -0.9348
O -1.47 3.17 3.74  -0.2282
C -2.56 3.26 4.64  -0.5680
C -2.90 4.71 4.92  -0.4020
O -2.01 5.35 5.83  -0.4771
C -0.72 5.67 5.34  -0.2968
C -0.71 6.82 4.35  -0.5884
O -1.12 6.39 3.06  -0.2095
C -1.70 7.42 2.30  -0.7839
H -1.35 1.11 3.65  0.3202
H 0.12 2.01 3.21  0.2798
H -0.35 1.89 4.92  0.4204
H -2.32 2.75 5.58  0.3784
H -3.42 2.77 4.17  0.3787
H -3.87 4.72 5.42  0.4188
H -3.01 5.28 4.00  0.1553
H -0.21 4.80 4.93  0.1049
H -0.15 5.99 6.22  0.3950
H 0.31 7.22 4.26  0.4044
H -1.37 7.62 4.72  0.3654
H -2.58 7.84 2.81  0.3501
H -2.03 6.99 1.35  0.2057
H -0.98 8.21 2.10  0.3215

=====

ORCA calculation (ωB97M-V with the def2-TZVPD basis set) on 11 unconnected molecules or ions with the total composition C47H77BBrCl20N3O7.

The maximum force comes out at 3.8 eV/Å. The gap between HOMO and LUMO comes out at 7.492 eV. Its SMILES is C=CC(=O)OCCCCCCc1c(CB(O)O)c(NCC)c2ncc(CC(=O)OC(C)=O)nc2c1C[C@@H](C)Br.ClCCCl.ClCCCl.ClCCCl.ClCCCl.ClCCCl.ClCCCl.ClCCCl.ClCCCl.ClCCCl.ClCCCl. For the calculated total energy, the calculation gives -14330.680717 Ha.

Each line ends with the Mulliken charge.
Positions of all 156 atoms, in Å:
C 5.90 0.15 -2.19  -0.0609
C 5.61 -0.12 -3.51  0.2834
C 4.99 -1.52 -3.83  0.4084
O 5.25 -2.14 -4.84  -0.5722
O 4.08 -2.13 -2.95  -0.0951
C 2.74 -1.72 -3.37  -0.8535
C 1.68 -1.94 -2.22  0.8245
C 2.14 -2.97 -1.11  -0.8063
C 0.90 -3.43 -0.20  -0.0221
C 0.64 -2.25 0.82  -0.2493
C -0.84 -2.15 1.37  -1.2487
C -1.76 -1.16 0.57  0.1799
C -1.39 0.32 0.63  1.9113
C -0.20 0.88 1.45  -1.6059
B -0.63 1.44 2.92  0.5624
O -1.92 1.24 3.47  -0.5216
O 0.36 2.19 3.64  -0.4759
C -2.21 1.30 -0.11  -1.2210
N -1.89 2.70 -0.06  0.0658
C -1.14 3.20 -1.25  1.0565
C -0.34 2.11 -2.07  -0.8310
C -3.42 0.87 -0.91  -0.0689
N -4.15 1.86 -1.55  -0.2126
C -5.22 1.36 -2.21  -0.5232
C -5.55 -0.09 -2.27  -0.0716
C -6.82 -0.53 -3.11  -0.8205
C -6.55 -0.12 -4.62  0.5523
O -6.25 -1.00 -5.37  -0.4655
O -6.72 1.23 -4.98  -0.3019
C -5.57 1.79 -5.59  0.5186
C -5.08 3.20 -5.09  -0.4604
O -4.96 1.29 -6.49  -0.4684
N -4.86 -1.09 -1.65  -0.3146
C -3.79 -0.56 -0.96  0.9163
C -2.93 -1.54 -0.20  1.0557
C -3.37 -3.05 -0.24  -2.0684
C -3.04 -3.80 -1.61  0.0063
C -2.10 -3.00 -2.59  -0.8832
Br -2.11 -5.51 -1.12  -0.1917
H 6.41 -0.60 -1.52  -0.1356
H 5.65 1.18 -1.81  0.2687
H 5.77 0.66 -4.30  -0.2332
H 2.43 -2.24 -4.31  0.2657
H 2.80 -0.61 -3.56  0.3699
H 0.71 -2.27 -2.67  -0.2271
H 1.52 -0.94 -1.72  -0.1354
H 2.73 -3.84 -1.51  0.4906
H 2.81 -2.40 -0.40  0.1689
H 0.01 -3.71 -0.83  -0.3136
H 1.26 -4.37 0.31  0.4271
H 0.94 -1.30 0.31  0.1051
H 1.35 -2.39 1.70  0.2372
H -0.77 -1.77 2.44  0.4021
H -1.25 -3.19 1.45  0.1923
H 0.27 1.75 0.89  0.1791
H 0.64 0.16 1.64  0.1259
H -2.46 1.97 3.12  0.2558
H 0.44 3.05 3.19  0.2616
H -1.45 2.96 0.82  0.6288
H -0.42 4.03 -0.95  0.3965
H -1.87 3.69 -1.97  -1.3671
H 0.25 1.44 -1.38  -0.0492
H -1.08 1.55 -2.70  0.1831
H 0.41 2.66 -2.70  0.5193
H -5.89 2.07 -2.74  0.8099
H -7.75 -0.07 -2.69  0.3595
H -6.89 -1.65 -3.06  0.2824
H -5.76 3.65 -4.32  0.1424
H -5.02 3.89 -5.97  0.4722
H -4.03 3.07 -4.69  -0.0265
H -2.99 -3.65 0.62  0.6055
H -4.50 -3.05 -0.15  0.2966
H -3.99 -4.13 -2.12  0.5163
H -2.64 -2.23 -3.20  0.3867
H -1.71 -3.76 -3.34  0.4167
H -1.21 -2.61 -2.04  -0.1572
Cl 2.74 -5.25 -4.21  -0.1633
C 4.36 -5.79 -4.70  -0.3554
C 4.40 -6.25 -6.14  0.1849
Cl 3.49 -7.77 -6.38  -0.2158
H 4.68 -6.58 -4.02  0.3868
H 5.03 -4.94 -4.57  0.1524
H 5.43 -6.45 -6.44  -0.3346
H 3.98 -5.50 -6.81  0.3366
Cl 2.36 5.73 1.35  -0.1812
C 1.65 6.79 0.11  -0.5497
C 0.22 7.18 0.44  -0.5433
Cl -0.89 5.79 0.32  -0.0890
H 1.71 6.28 -0.85  0.3159
H 2.27 7.68 0.06  0.3855
H -0.13 7.93 -0.27  0.2944
H 0.14 7.59 1.44  0.3444
Cl 6.94 -2.02 -0.07  -0.1630
C 8.28 -2.67 0.90  -0.5227
C 8.64 -1.76 2.05  -0.3988
Cl 9.39 -0.24 1.49  -0.1817
H 9.12 -2.84 0.24  0.3168
H 7.94 -3.63 1.29  0.2906
H 9.37 -2.25 2.70  0.3036
H 7.77 -1.50 2.65  0.3162
Cl -1.63 4.16 5.81  -0.2172
C -0.26 3.50 6.74  -0.3549
C 0.12 4.38 7.90  -0.4342
Cl 0.86 5.92 7.36  -0.1982
H 0.57 3.34 6.06  0.3184
H -0.58 2.52 7.11  0.2645
H 0.87 3.88 8.52  0.3465
H -0.73 4.63 8.53  0.2831
Cl -6.37 6.04 -2.75  -0.2029
C -5.15 5.61 -1.52  -0.4224
C -3.74 5.89 -2.00  0.1730
Cl -3.25 4.79 -3.31  -0.2472
H -5.28 4.56 -1.27  0.0947
H -5.36 6.21 -0.64  0.4197
H -3.04 5.74 -1.18  -0.3271
H -3.64 6.92 -2.36  0.5105
Cl 5.84 4.78 -3.28  -0.1750
C 7.47 4.23 -3.74  -0.5122
C 7.54 3.79 -5.19  -0.4355
Cl 6.63 2.27 -5.46  -0.1793
H 7.77 3.44 -3.06  0.3172
H 8.14 5.08 -3.59  0.3471
H 8.57 3.59 -5.46  0.3034
H 7.14 4.54 -5.86  0.3331
Cl -3.75 1.73 8.84  -0.1209
C -4.47 2.73 7.56  -0.3526
C -5.90 3.12 7.87  -0.4580
Cl -7.00 1.72 7.81  -0.1840
H -4.40 2.18 6.62  0.2742
H -3.85 3.62 7.47  0.2029
H -6.25 3.84 7.13  0.3315
H -5.98 3.57 8.86  0.3232
Cl 7.87 -5.88 -7.11  -0.1963
C 7.72 -7.19 -8.31  -0.4704
C 7.54 -6.66 -9.71  -0.4062
Cl 5.95 -5.87 -9.93  -0.1722
H 6.88 -7.83 -8.01  0.3126
H 8.63 -7.78 -8.25  0.3433
H 7.58 -7.48 -10.43  0.2950
H 8.31 -5.94 -9.97  0.3077
Cl -2.69 -3.21 12.66  -0.1986
C -3.69 -1.88 12.02  -0.4761
C -3.38 -1.57 10.57  0.2505
Cl -1.76 -0.85 10.37  -0.2045
H -3.54 -1.00 12.66  0.3690
H -4.73 -2.19 12.12  0.3109
H -4.10 -0.85 10.18  0.2059
H -3.43 -2.47 9.96  -0.2852
Cl -4.89 -1.12 7.14  -0.0816
C -4.30 -2.64 6.42  -0.6555
C -4.98 -3.85 7.02  -0.3614
Cl -4.49 -4.11 8.71  -0.1845
H -3.22 -2.68 6.54  0.3122
H -4.52 -2.58 5.35  0.3481
H -4.69 -4.74 6.46  0.3232
H -6.06 -3.76 6.99  0.3155